Entry 1:
Below is a single C15H20F3N3O2 molecule, with properties calculated with the ωB97M-V functional and the def2-TZVPD basis.

```
43
Properties=species:S:1:pos:R:3:lowdin_charge:R:1
O 2.3032 1.8929 0.7143 0.05
C 2.0091 0.7113 0.7421 -0.43
N 2.5429 -0.1904 -0.0974 -0.04
C 2.3609 -1.6272 -0.1017 -0.12
H 1.5749 -1.9455 0.5795 0.09
C 3.6962 -2.2930 0.2589 -0.18
H 3.6158 -3.3773 0.1757 0.13
O 4.7173 -1.9016 -0.6281 -0.13
C 4.8935 -0.5032 -0.6210 -0.18
H 5.6831 -0.2904 -1.3426 0.13
C 3.5996 0.2204 -1.0059 -0.10
H 3.7216 1.3009 -0.9290 0.12
H 3.3134 -0.0517 -2.0266 0.13
H 5.2126 -0.1680 0.3779 0.13
H 3.9720 -2.0252 1.2913 0.13
H 2.0801 -1.9290 -1.1172 0.14
C 0.9561 0.2095 1.7476 -0.01
N -0.2572 -0.2101 1.1025 -0.09
C -1.2165 0.5658 0.5453 -0.14
C -2.1789 -0.2954 0.0399 -0.10
C -1.6869 -1.5753 0.3495 -0.13
N -0.5268 -1.5038 0.9899 0.14
C -2.3107 -2.8843 0.0315 -0.57
F -2.5964 -3.0025 -1.2826 0.14
F -1.5377 -3.9278 0.3467 0.15
F -3.4845 -3.0672 0.6716 0.13
C -3.4680 0.0582 -0.6213 -0.13
H -3.3311 0.1349 -1.7037 0.13
C -4.0214 1.3728 -0.0677 -0.19
C -3.3692 2.6194 -0.6706 -0.20
C -1.8441 2.5640 -0.7812 -0.18
H -1.4810 3.5696 -1.0012 0.11
H -1.5548 1.9248 -1.6172 0.12
C -1.1488 2.0507 0.4828 -0.10
H -0.1036 2.3639 0.4735 0.10
H -1.6182 2.4903 1.3683 0.13
H -3.6530 3.4795 -0.0595 0.11
H -3.7727 2.7844 -1.6722 0.11
H -3.8926 1.3718 1.0165 0.12
H -5.0938 1.4211 -0.2658 0.11
H -4.1843 -0.7462 -0.4414 0.12
H 1.3353 -0.6348 2.3259 0.13
H 0.7448 1.0436 2.4225 0.14
```

The highest occupied orbital energy is -0.3373 Ha. For the energy relative to the best compared isomer or geometry (same formula, charge and spin), the calculation gives 0.0 kcal per mole. Its SMILES is O=C(Cn1nc(C(F)(F)F)c2c1CCCCC2)N1CCOCC1. The value obtained for the HOMO-LUMO gap is 9.92 eV. For the total energy, the calculation gives -32598.056 eV. Its net charge is 0.



Entry 2:
Below is a molecular structure, C52H98N12O6Rb, with properties calculated with the ωB97M-V functional and the def2-TZVPD basis.

```
169
Properties=species:S:1:pos:R:3:lowdin_charge:R:1
Rb -1.7269 5.2949 -2.7260 0.89
C -0.7690 0.4149 -1.3743 -0.04
C -1.0758 1.8217 -1.5596 -0.34
C -0.2632 2.8295 -0.5419 -0.32
O -0.4632 4.0652 -0.6116 -0.22
C 0.6846 2.2248 0.4088 -0.02
C 0.9001 0.8727 0.4767 -0.37
C 0.0251 -0.0568 -0.3645 -0.30
O -0.0182 -1.4269 -0.3067 -0.15
O 1.8907 0.4629 1.2131 -0.07
O -1.9131 2.2306 -2.3815 -0.11
H -1.3479 -0.2427 -2.0057 0.10
H 1.3609 2.8408 0.9829 0.09
C 2.9133 -0.1634 -3.9180 -0.02
C 2.6252 -1.7088 -3.8884 -0.17
N 3.4143 -2.3719 -2.9151 -0.09
C 4.4108 -3.2855 -3.0149 0.05
C 4.5463 -3.8434 -1.6969 0.02
N 3.6870 -3.2445 -0.8512 -0.11
C 3.0862 -2.2016 -1.5700 0.05
C 3.5095 -3.5744 0.5386 0.03
H 2.3143 0.0819 -4.7950 0.09
H 3.9626 0.1315 -3.9334 0.09
H 2.4782 0.2799 -3.0224 0.05
H 3.0415 -2.0877 -4.8219 0.14
H 1.5937 -2.0604 -3.9086 0.11
H 4.9580 -3.5713 -3.9011 0.15
H 5.1802 -4.5729 -1.2149 0.15
H 2.4011 -1.4613 -1.1838 0.13
H 3.3170 -2.5569 0.8788 0.10
H 4.4276 -4.0316 0.9077 0.12
H 2.7590 -4.3643 0.5682 0.11
C 1.6880 3.0801 4.3274 -0.07
C 0.7234 4.1947 4.4914 -0.13
N -0.5537 3.8754 3.8503 -0.03
C -1.5301 3.1588 4.3707 -0.02
C -2.5981 3.2055 3.5394 -0.01
N -2.2148 3.7600 2.4030 -0.08
C -0.9756 4.3239 2.6470 0.05
C -3.0568 4.0562 1.3239 0.00
H 1.9328 2.8659 3.2870 0.06
H 1.4707 2.0973 4.7458 0.06
H 2.6781 3.2532 4.7491 0.09
H 1.0424 5.1821 4.1578 0.14
H 0.5128 4.2549 5.5592 0.15
H -1.4711 2.6694 5.3316 0.16
H -3.5591 2.7217 3.6342 0.15
H -0.4027 4.9671 1.9956 0.16
H -3.8435 3.3118 1.2019 0.09
H -2.6155 3.8607 0.3466 0.08
H -3.4908 5.0377 1.5147 0.13
C 1.8443 8.6716 -1.2052 -0.01
C 1.3757 7.3223 -0.5454 -0.17
N 2.3400 6.2820 -0.6078 -0.04
C 3.4823 6.1896 0.2070 0.03
C 4.1544 5.0162 -0.0861 0.01
N 3.4754 4.3573 -1.1508 -0.06
C 2.4223 5.2241 -1.4802 0.05
C 3.8198 3.1002 -1.7916 0.02
H 1.7647 8.5864 -2.2890 0.08
H 2.9248 8.7916 -1.1270 0.09
H 1.3094 9.5505 -0.8453 0.10
H 0.4530 6.9198 -0.9634 0.10
H 1.1618 7.6006 0.4865 0.13
H 3.6665 6.8405 1.0488 0.15
H 5.0362 4.6321 0.4052 0.11
H 1.6361 5.0293 -2.1945 0.15
H 4.4358 3.2540 -2.6776 0.12
H 2.8572 2.6829 -2.0873 0.09
H 4.3415 2.4541 -1.0856 0.09
C -5.4751 -2.1238 0.5996 -0.06
C -5.1577 -0.7523 1.1070 -0.19
N -5.4134 0.2470 0.1048 -0.03
C -4.4941 1.0010 -0.6106 -0.02
C -5.1897 1.9964 -1.2620 -0.04
N -6.5405 1.7499 -1.1250 -0.06
C -6.6407 0.6629 -0.2704 0.04
C -7.7675 2.4734 -1.6518 0.07
H -6.4721 -2.1960 0.1649 0.09
H -5.3410 -2.9599 1.2860 0.09
H -4.7248 -2.2319 -0.1836 0.07
H -4.1088 -0.8384 1.3906 0.13
H -5.7805 -0.6426 1.9948 0.14
H -3.4296 0.8497 -0.5089 0.12
H -4.8058 2.8303 -1.8308 0.13
H -7.6244 0.3285 0.0242 0.18
H -7.4584 3.1313 -2.4641 0.10
H -8.1238 3.0575 -0.8034 0.11
H -8.4311 1.6991 -2.0369 0.11
C 5.3816 1.7375 1.8247 0.03
C 6.0656 1.6447 3.1819 -0.33
O 5.9687 0.6870 3.9410 0.17
N 7.0417 2.8225 3.4552 0.13
H 7.2871 3.3146 2.6080 0.16
H 6.5627 3.3448 4.1749 0.18
C 8.4344 2.2137 3.8384 0.05
H 4.3743 1.3940 2.0605 0.08
H 5.8145 1.1557 1.0109 0.11
H 5.2094 2.7429 1.4406 0.05
H 8.7394 1.3200 3.2940 0.12
H 8.5329 2.1486 4.9220 0.12
H 9.2668 2.8757 3.5996 0.11
C -6.0855 0.0035 -4.9785 0.03
C -4.7322 0.4274 -4.6759 -0.34
O -4.2954 0.1541 -3.5376 0.10
N -3.8532 0.9714 -5.8175 0.12
H -3.6330 0.1705 -6.3920 0.18
H -4.3387 1.5962 -6.4452 0.18
C -2.5891 1.7464 -5.3719 0.06
H -5.9163 -0.6767 -5.8132 0.12
H -6.8007 0.7027 -5.4117 0.12
H -6.5285 -0.5500 -4.1505 0.12
H -2.9425 2.7629 -5.1989 0.11
H -2.0252 1.6055 -6.2940 0.12
H -2.1328 1.2496 -4.5158 0.08
C -0.5685 -6.7656 0.6058 -0.10
C -0.4810 -6.5434 -0.8480 -0.22
C -0.7660 -5.0857 -1.3693 -0.06
N -0.5892 -4.9136 -2.9146 -0.23
C 0.8987 -5.2574 -3.2656 0.05
C -0.9030 -3.4225 -3.2933 -0.11
C -2.4224 -3.3855 -3.3480 -0.17
C -2.8754 -4.8287 -3.7714 -0.08
C -1.5069 -5.6473 -3.8321 -0.07
H -0.1535 -7.7274 0.9073 0.11
H -1.5644 -6.7874 1.0483 0.09
H 0.0227 -6.0072 1.1190 0.06
H -1.2064 -7.2113 -1.3124 0.12
H 0.5122 -6.8976 -1.1242 0.11
H -0.0126 -4.4552 -0.8970 0.11
H -1.7628 -4.7045 -1.1476 0.13
H 0.9533 -6.3440 -3.1982 0.11
H 1.4576 -4.6329 -2.5687 0.08
H 1.1929 -4.9301 -4.2628 0.11
H -0.4760 -3.2376 -4.2790 0.12
H -0.4704 -2.6980 -2.6034 0.10
H -2.7938 -2.6797 -4.0910 0.10
H -2.7776 -3.1494 -2.3449 0.10
H -3.2981 -4.5601 -4.7395 0.11
H -3.6897 -5.1647 -3.1295 0.12
H -1.1098 -5.6533 -4.8472 0.15
H -1.7189 -6.6605 -3.4905 0.14
C -2.4749 -4.4012 2.9314 -0.09
C -1.0821 -3.9151 2.9845 -0.27
C -0.6557 -3.2950 4.2978 -0.08
N 0.4721 -2.2176 4.0908 -0.21
C -0.3140 -1.0396 3.3058 0.06
C 1.7846 -2.6174 3.3791 -0.07
C 2.9145 -1.5692 3.7261 -0.12
C 2.2525 -0.8661 4.8906 -0.15
C 1.0028 -1.6506 5.4005 -0.06
H -2.7717 -4.7167 1.9312 0.07
H -3.1884 -3.6310 3.2245 0.08
H -2.5263 -5.2452 3.6193 0.10
H -1.1130 -3.1523 2.2065 0.09
H -0.3027 -4.6399 2.7497 0.10
H -0.1136 -4.0214 4.9033 0.14
H -1.4699 -2.8835 4.8944 0.14
H 0.2732 -0.1658 3.5885 0.07
H -1.3428 -0.7957 3.5707 0.11
H -0.1788 -1.2724 2.2495 0.06
H 1.6660 -2.9263 2.3405 0.10
H 2.0797 -3.5182 3.9171 0.14
H 3.2699 -0.9676 2.8896 0.08
H 3.8140 -2.0498 4.1109 0.12
H 1.7650 0.0943 4.7229 0.06
H 2.9513 -0.7170 5.7137 0.13
H 0.1696 -0.9830 5.6200 0.13
H 1.2520 -2.4394 6.1103 0.15
```

The highest occupied orbital energy is -0.7700 Ha. For the energy relative to the best compared isomer or geometry (same formula, charge and spin), the calculation gives 176.0 kcal per mole. The value obtained for the HOMO-LUMO gap is 7.29 eV. For the total energy, the calculation gives -86252.972 eV. Its net charge is +7.



Entry 3:
Below is 2 unconnected molecules or ions with the total composition C4H14N4O, with properties calculated with the ωB97M-V functional and the def2-TZVPD basis.

```
23
Properties=species:S:1:pos:R:3:lowdin_charge:R:1
C -2.7185 -0.7029 0.2548 -0.36
C 2.7693 -1.1204 0.3926 -0.14
C 0.7135 -0.3372 -0.6389 -0.24
C 0.9471 1.1294 -0.9467 -0.24
H -0.5737 0.3505 1.3715 0.05
H -1.7902 1.1898 2.1042 0.09
H -2.1895 1.0681 -0.6113 0.12
H -2.5368 -1.2298 1.2008 0.12
H -3.4506 -0.7070 -1.4949 0.03
H 2.9309 -1.8693 -0.3992 0.08
H 3.1875 -1.5195 1.3268 0.08
H 3.3558 -0.2342 0.1293 0.07
H 0.8794 -1.5677 0.9732 0.11
H 1.0312 -0.9389 -1.5103 0.12
H -0.3660 -0.4982 -0.5356 0.09
H 0.6178 1.3393 -1.9772 0.12
H 2.0258 1.3714 -0.8853 0.11
H 0.4729 2.8245 -0.1386 0.09
N -1.3113 1.0254 1.2253 -0.02
N -2.2374 0.5891 0.2691 -0.09
N -3.3453 -1.3094 -0.6708 0.06
N 1.3750 -0.7655 0.5834 -0.13
O 0.2130 1.9123 -0.0223 -0.11
```

The highest occupied orbital energy is -0.3223 Ha. For the energy relative to the best compared isomer or geometry (same formula, charge and spin), the calculation gives 63.7 kcal per mole. Its SMILES is [H]/N=C\NN.CNCCO. The value obtained for the HOMO-LUMO gap is 9.58 eV. For the total energy, the calculation gives -12380.183 eV. Its net charge is 0.



Q: Look up the energy relative to the best compared isomer or geometry (same formula, charge and spin) of the first one.
A: 0.0 kcal per mole



Copy entry 1 word for word.
Below is a single C15H20F3N3O2 molecule, with properties calculated with the ωB97M-V functional and the def2-TZVPD basis.

```
43
Properties=species:S:1:pos:R:3:lowdin_charge:R:1
O 2.3032 1.8929 0.7143 0.05
C 2.0091 0.7113 0.7421 -0.43
N 2.5429 -0.1904 -0.0974 -0.04
C 2.3609 -1.6272 -0.1017 -0.12
H 1.5749 -1.9455 0.5795 0.09
C 3.6962 -2.2930 0.2589 -0.18
H 3.6158 -3.3773 0.1757 0.13
O 4.7173 -1.9016 -0.6281 -0.13
C 4.8935 -0.5032 -0.6210 -0.18
H 5.6831 -0.2904 -1.3426 0.13
C 3.5996 0.2204 -1.0059 -0.10
H 3.7216 1.3009 -0.9290 0.12
H 3.3134 -0.0517 -2.0266 0.13
H 5.2126 -0.1680 0.3779 0.13
H 3.9720 -2.0252 1.2913 0.13
H 2.0801 -1.9290 -1.1172 0.14
C 0.9561 0.2095 1.7476 -0.01
N -0.2572 -0.2101 1.1025 -0.09
C -1.2165 0.5658 0.5453 -0.14
C -2.1789 -0.2954 0.0399 -0.10
C -1.6869 -1.5753 0.3495 -0.13
N -0.5268 -1.5038 0.9899 0.14
C -2.3107 -2.8843 0.0315 -0.57
F -2.5964 -3.0025 -1.2826 0.14
F -1.5377 -3.9278 0.3467 0.15
F -3.4845 -3.0672 0.6716 0.13
C -3.4680 0.0582 -0.6213 -0.13
H -3.3311 0.1349 -1.7037 0.13
C -4.0214 1.3728 -0.0677 -0.19
C -3.3692 2.6194 -0.6706 -0.20
C -1.8441 2.5640 -0.7812 -0.18
H -1.4810 3.5696 -1.0012 0.11
H -1.5548 1.9248 -1.6172 0.12
C -1.1488 2.0507 0.4828 -0.10
H -0.1036 2.3639 0.4735 0.10
H -1.6182 2.4903 1.3683 0.13
H -3.6530 3.4795 -0.0595 0.11
H -3.7727 2.7844 -1.6722 0.11
H -3.8926 1.3718 1.0165 0.12
H -5.0938 1.4211 -0.2658 0.11
H -4.1843 -0.7462 -0.4414 0.12
H 1.3353 -0.6348 2.3259 0.13
H 0.7448 1.0436 2.4225 0.14
```

The highest occupied orbital energy is -0.3373 Ha. For the energy relative to the best compared isomer or geometry (same formula, charge and spin), the calculation gives 0.0 kcal per mole. Its SMILES is O=C(Cn1nc(C(F)(F)F)c2c1CCCCC2)N1CCOCC1. The value obtained for the HOMO-LUMO gap is 9.92 eV. For the total energy, the calculation gives -32598.056 eV. Its net charge is 0.



Q: Among the records above, which one has the highest highest occupied orbital energy?
A: C4H14N4O



Q: Which value of highest occupied orbital energy does entry 1 give?
A: -0.3373 Ha